DFT (ωB97M-V/def2-TZVPD) results for 12 unconnected molecules or ions with the total composition C70H183N19O7P4 in a non-equilibrium geometry.

Results
**HOMO energy**: -7.896 eV
**DFT total energy**: -155357.469 eV
**E_LUMO**: 0.460 eV
**Max |F|**: 3.9 eV Å⁻¹
**SMILES**: CN(C)P(=O)(N(C)C)N(C)C.CN(C)P(=O)(N(C)C)N(C)C.CN(C)P(=O)(N(C)C)N(C)C.CN(C)P(=O)(N(C)C)N(C)C.C[C@H]1COC(=O)O1.CCN(CC)CC.CCN(CC)CC.CCN(CC)CC.CCN(CC)CC.CCN(CC)CC.CCN(CC)CC.CCN(CC)CC
**HOMO-LUMO gap**: 8.36 eV

Structure (XYZ):
```
283
Properties=species:S:1:pos:R:3:forces:R:3
C -1.553153 -8.716055 -1.338682 0.8611 1.2294 0.4672
C -1.592295 -7.196958 -1.064781 -0.8458 0.3719 -0.9456
N -2.482142 -6.792342 0.014575 1.8780 0.0153 0.4190
C -3.869779 -6.999062 -0.153082 -2.1548 1.7087 2.6859
C -4.645489 -5.605157 -0.013691 0.5237 -0.9904 1.6761
C -1.958668 -7.075245 1.357615 -1.0463 -2.1528 0.0725
C -0.984432 -6.099290 1.917783 -1.9167 1.7506 1.1381
H -2.529663 -9.068632 -1.629812 -0.2531 -0.2435 -0.1218
H -1.213877 -9.218302 -0.416674 -0.0092 -0.1535 -0.6692
H -0.845720 -8.788877 -2.173105 -0.0801 -0.7309 0.2314
H -0.589579 -6.792773 -0.856639 -0.2210 -0.2446 0.0144
H -1.921256 -6.692085 -2.029551 0.2854 -0.3697 1.0705
H -4.146443 -7.504315 -1.036485 -0.1229 -0.4849 -1.2684
H -4.296195 -7.601428 0.718388 0.5052 0.2835 -1.1888
H -4.272506 -4.842514 -0.658103 0.5697 0.4515 -0.3813
H -5.682057 -5.681950 -0.257642 -0.9531 -0.3818 -0.0969
H -4.602278 -5.231977 1.073467 0.1808 -0.5379 -1.5584
H -1.401707 -8.056299 1.415346 -0.6749 0.3491 -0.3832
H -2.874941 -7.271877 1.989102 1.1383 0.6594 -0.2900
H -1.033621 -6.087347 3.013610 0.1923 -0.2359 -0.1393
H -1.262775 -5.086138 1.621640 0.0847 0.0957 -0.1132
H -0.008745 -6.284064 1.617582 1.8563 -0.3518 -0.5733
C -9.047694 0.233980 2.182325 1.0908 -0.6927 0.0026
C -7.903072 -0.378728 1.317384 -0.5311 0.2489 1.6677
N -7.271807 -1.599205 1.841698 0.3791 -0.0491 -1.1100
C -6.256150 -2.106589 0.850821 -2.0007 0.1507 -0.5231
C -5.368091 -1.046813 0.329176 -0.3737 1.9962 0.0201
C -8.321140 -2.550112 2.150714 0.0775 -0.9525 -0.4836
C -7.781510 -3.857364 2.762114 0.1270 -0.0882 1.2342
H -8.642463 0.506788 3.159591 -0.2221 -0.3073 0.2028
H -9.924406 -0.418974 2.267222 0.1555 0.4286 0.0034
H -9.289199 1.171702 1.715148 -0.4686 0.3501 -0.3221
H -8.344215 -0.515811 0.335834 0.2995 -0.0881 -0.7061
H -7.120327 0.361432 1.368242 0.0822 0.4109 -0.7326
H -5.728566 -2.904899 1.262213 0.9739 -1.2410 1.1492
H -6.725412 -2.569606 -0.062143 -0.3097 0.3071 0.5663
H -4.609060 -1.360021 -0.344382 0.3650 -0.6728 -0.7366
H -6.023497 -0.347417 -0.222343 0.7572 -0.1450 -0.0371
H -4.847523 -0.457518 1.085054 -0.1286 -0.0472 0.4045
H -8.923309 -2.793147 1.195511 0.3984 0.3105 1.2339
H -8.914940 -2.002251 2.891069 -0.3345 -0.7354 -0.2609
H -8.539369 -4.555323 3.186160 0.1137 0.6918 -0.5717
H -7.111453 -3.650279 3.622741 -0.3606 0.2674 -0.3718
H -7.156577 -4.443684 2.104672 -0.0228 -0.0882 -0.5816
C 7.773843 -0.888209 2.289648 -0.6830 -1.8008 -0.8786
C 6.560771 -0.246323 2.921117 0.2836 3.7916 -0.8531
N 5.313381 -0.590500 2.271747 -0.3900 -1.0097 0.1856
C 4.893245 -1.950048 2.694621 0.9576 -0.0397 0.1852
C 4.150686 -2.787502 1.680417 0.1253 0.4226 -1.1770
C 4.262359 0.391792 2.518440 -2.2534 0.1863 -0.8627
C 4.204810 1.654558 1.637585 2.4677 -1.2581 0.4508
H 8.732035 -0.379209 2.257294 -0.0529 0.2458 0.7482
H 7.545497 -1.084013 1.222450 -0.0434 0.0890 0.4594
H 7.837031 -1.895714 2.750921 0.6693 0.4713 -0.3450
H 6.596543 -0.292698 4.013547 -0.3583 -0.5267 0.2301
H 6.581673 0.882512 2.740717 0.4776 -1.1327 0.2553
H 5.777814 -2.470128 3.097865 -0.1104 0.0624 -0.5477
H 4.271881 -1.871196 3.561929 -0.6836 0.2148 0.8723
H 4.085525 -3.839535 1.973286 -0.0124 0.1878 0.0881
H 3.141449 -2.376458 1.594699 -0.1014 -0.2345 -0.1849
H 4.606558 -2.727461 0.659333 -0.2034 -0.0629 0.8398
H 4.216847 0.777019 3.527213 0.1316 -0.4194 0.8509
H 3.257497 -0.086568 2.292897 1.1219 0.0681 0.6202
H 3.548348 2.401285 1.980227 -1.1985 0.6589 0.4623
H 4.013386 1.358653 0.642494 -0.4255 -0.0591 -1.3213
H 5.187275 2.122985 1.659412 0.2699 0.2380 -0.1743
C -1.015409 -2.000281 1.593704 -0.9135 -0.7438 0.2497
C -0.619171 -0.570689 1.884032 0.1006 -0.1725 -0.9260
N -0.289915 0.028654 0.548047 -0.4055 -0.2482 0.9379
C -1.583361 0.272934 -0.115827 -0.1767 -0.7035 0.9915
C -1.610169 0.601543 -1.573594 -0.0919 -0.3136 -0.7355
C 0.575992 1.171471 0.697148 0.3873 0.2435 -1.4172
C 1.114007 1.695406 -0.659286 1.0343 0.9447 2.1969
H -2.089660 -2.130636 1.408560 0.2107 -0.2042 0.2698
H -0.669612 -2.672090 2.375325 -0.4115 -0.0762 0.3852
H -0.492576 -2.351898 0.713565 0.1394 0.1391 -0.3945
H -1.358276 0.021493 2.490567 0.3875 -0.4942 -0.5854
H 0.249849 -0.724876 2.510389 0.6746 0.8664 -0.0848
H -2.122665 1.052807 0.461020 -0.1240 -0.1406 -0.1481
H -2.157391 -0.694249 -0.007979 0.4710 1.1776 -0.0156
H -1.054820 -0.128624 -2.178748 -0.0239 0.1108 0.2086
H -1.311652 1.590488 -1.878025 0.3305 0.2995 0.2714
H -2.645546 0.538775 -1.878848 -0.4229 -0.2783 -0.1770
H 0.103827 1.990915 1.222860 -0.2788 0.4710 0.5924
H 1.471717 0.831094 1.222403 -0.1944 0.1261 0.4078
H 0.372785 2.037406 -1.334611 -0.4456 0.0259 -0.6668
H 1.768879 2.586058 -0.439254 -0.4348 -0.7081 -0.1266
H 1.757679 0.915456 -1.000663 0.3103 -0.4826 -0.9949
C 1.725791 4.420178 -3.320678 1.2508 -0.2440 -0.5526
C 0.310362 4.524354 -3.854374 -1.3148 0.8039 1.5614
N -0.688511 4.251368 -2.714560 0.7030 0.1453 -1.4461
C -0.614343 5.386095 -1.819794 0.3333 0.0471 0.9254
C -0.982568 5.071143 -0.342246 1.0362 -0.9735 0.3601
C -2.037073 4.235841 -3.258622 -0.6076 -1.5603 1.6761
C -2.370375 2.956907 -4.025373 0.1073 -0.2661 1.0584
H 2.396049 3.942520 -4.060578 -0.4756 0.0617 0.1312
H 1.709571 3.748238 -2.469065 0.0313 -0.1208 0.1933
H 2.314433 5.296291 -3.028915 -0.7231 0.3063 0.0116
H -0.020648 5.492603 -4.325590 0.7185 -0.5354 0.2740
H 0.208899 3.762926 -4.584710 -0.4012 -0.7102 -0.7166
H 0.430774 5.682475 -1.917546 -0.1880 0.6614 0.6824
H -1.275247 6.174312 -2.209451 0.2638 0.3326 0.1271
H -1.983631 4.620476 -0.239610 0.1927 0.4720 -0.0966
H -0.292159 4.261993 0.051648 -0.5507 0.8010 -0.5163
H -0.853268 5.927585 0.365237 -0.3262 -0.4435 -0.7851
H -2.219518 5.102929 -3.849579 -0.0184 0.9522 -1.0143
H -2.709276 4.398525 -2.375031 0.2498 -0.5023 -0.6803
H -3.331269 3.116601 -4.470482 -0.4246 0.0514 -0.9430
H -2.546303 2.059090 -3.388455 0.4252 0.8530 -0.2160
H -1.568524 2.732261 -4.734733 -0.6287 0.0243 -0.2279
C 3.221568 -2.635321 -2.073723 2.2369 0.0588 0.5645
C 3.841623 -4.022329 -2.456832 -0.9281 0.8121 -0.9646
N 2.894462 -5.076386 -2.826195 0.2052 0.1007 -0.4604
C 1.944671 -5.516160 -1.791404 -0.0968 0.9070 0.2462
C 2.531810 -5.851648 -0.442829 1.3828 -0.1530 0.4777
C 2.192269 -4.738810 -4.054805 -0.9178 0.6988 0.1571
C 1.628448 -5.929744 -4.814658 1.3007 -1.5319 0.4064
H 2.453818 -2.222066 -2.691907 -0.5950 -0.1974 -0.7001
H 4.057059 -1.861923 -2.133954 -1.1349 -1.0973 0.4481
H 2.838760 -2.698021 -1.054565 -0.0292 0.2456 0.0426
H 4.564434 -3.867196 -3.294276 -0.6008 -0.3433 0.4804
H 4.382176 -4.439486 -1.641785 0.7658 0.1449 0.7924
H 1.096191 -4.832726 -1.602025 0.2495 0.5474 -0.3616
H 1.455689 -6.389562 -2.150713 -0.3119 -0.8794 -0.4783
H 1.788864 -5.925560 0.354399 -0.1557 0.0194 -0.3041
H 3.059165 -6.817092 -0.491065 -0.0355 0.2807 0.0870
H 3.272062 -5.099681 -0.094556 -0.4956 -0.3626 -0.2044
H 2.784183 -4.137785 -4.787754 0.1562 -0.5276 0.8637
H 1.347913 -4.035409 -3.776745 0.3268 -0.5510 -0.4015
H 1.091950 -5.494508 -5.619586 -0.7521 0.0324 -0.9850
H 0.936267 -6.570471 -4.204848 0.6698 0.5784 -0.6019
H 2.475070 -6.593850 -5.263901 -1.4614 1.1022 0.9259
C 1.722075 5.107865 2.683684 1.8339 2.3395 0.4999
C 2.379570 6.146820 1.773670 0.0464 1.2864 -1.2393
N 3.535805 5.611848 1.027924 0.7559 -0.5027 0.5345
C 3.477912 5.678014 -0.414277 -1.9626 1.1076 -0.8425
C 4.425585 4.789827 -1.189578 -1.5694 -1.8074 1.2659
C 4.830704 6.115352 1.507618 -1.5216 0.5250 0.3530
C 5.062146 5.924509 2.992468 0.7464 0.4042 0.0824
H 2.564455 4.750441 3.258191 -0.1522 -0.9171 0.2805
H 1.254170 4.426137 2.042009 -0.6833 -1.4459 -0.4349
H 1.056851 5.615966 3.368950 -0.5209 -0.1119 0.0936
H 1.630634 6.470795 1.035176 0.1122 -0.0891 0.0000
H 2.671473 7.126482 2.250002 -0.2281 -1.0086 0.0925
H 2.398362 5.533348 -0.703623 1.0488 -0.2492 0.1566
H 3.681441 6.716714 -0.789886 -0.0086 -0.1989 0.3704
H 4.516670 5.104274 -2.175970 -0.0516 0.6477 -1.8844
H 5.367861 4.916216 -0.761093 1.7742 -0.1159 0.5881
H 4.174203 3.697423 -1.219862 0.0277 1.0050 0.3219
H 4.896574 7.204662 1.321920 -0.0418 0.0341 -0.1257
H 5.610205 5.675752 0.914991 0.4259 -0.3651 0.0307
H 6.045134 6.403454 3.152789 -0.2436 -0.4958 0.4218
H 5.061424 4.881197 3.312114 0.1879 -0.0188 -0.1207
H 4.356784 6.464691 3.632953 -0.0386 -0.0460 -0.3000
O -0.627929 2.090856 -6.569186 1.4041 -0.2292 -0.1004
P 0.767359 1.541031 -6.710682 -2.4405 0.0716 -1.1405
N 0.898802 0.713696 -8.168469 -0.0837 0.6954 0.8764
C 1.984067 0.854442 -9.118760 -0.5984 0.0676 0.9250
C -0.274650 0.011445 -8.666033 1.5199 -1.1802 -0.6163
N 1.064291 0.440967 -5.556038 0.9991 -1.0913 0.4991
C 1.869764 -0.745027 -5.722525 -0.5454 -0.7731 -1.4499
C 0.888325 0.893975 -4.196553 1.3342 0.1583 0.3924
N 1.884260 2.750316 -6.594036 0.3774 1.5028 -1.3385
C 1.580238 3.946765 -7.471478 1.3279 0.4782 2.4882
C 3.297766 2.540881 -6.354485 1.2287 -0.7413 -0.1255
H 2.848508 1.202037 -8.589312 0.7878 -0.2873 0.1108
H 1.796498 1.592578 -9.865260 -0.4849 0.7669 -0.7760
H 2.112910 -0.074907 -9.640034 0.5709 -0.6191 -0.0708
H -0.311397 0.260249 -9.724495 -0.4874 -0.1969 -0.2234
H -1.180181 0.297916 -8.189950 -0.6001 0.3563 0.5132
H -0.114943 -1.102155 -8.566490 -0.3308 0.8634 -0.1484
H 1.675363 -1.496825 -4.983832 -0.5338 -0.1655 0.8168
H 1.594885 -1.237923 -6.669916 0.2398 0.2881 0.1437
H 2.934616 -0.638026 -5.699749 0.8430 0.5338 -0.0175
H -0.043803 1.372199 -4.178754 -1.4214 0.7110 0.5402
H 0.901378 0.046325 -3.501634 0.0327 0.2405 -0.1566
H 1.668370 1.632726 -3.915024 -0.3053 -0.5182 0.1513
H 1.749221 3.835266 -8.504008 -0.1322 -0.9153 -1.5049
H 0.585545 4.257316 -7.231796 -0.5920 0.2564 -0.1884
H 2.296353 4.781199 -7.245504 -0.6346 -0.6959 0.4574
H 3.483515 1.453317 -6.168248 -0.0618 0.9706 0.3876
H 3.772113 3.189482 -5.553952 -0.9149 -0.8029 -0.5958
H 3.899241 2.746308 -7.262794 -0.3185 0.0474 0.1661
O -4.424534 -1.184544 -2.778915 0.1228 -0.3834 -1.2165
P -4.043831 -2.104976 -3.902866 -1.7672 1.1962 1.4806
N -3.171130 -3.300332 -3.251248 0.7057 -1.6330 -1.3642
C -2.811042 -4.479983 -4.066790 -2.0324 -0.3891 0.5318
C -2.537147 -3.257674 -1.981220 0.7845 2.0173 1.4039
N -3.213435 -1.481093 -5.183170 -0.0318 -0.5731 1.1418
C -3.726703 -0.262887 -5.733790 -0.7837 -0.3269 -2.5921
C -1.777476 -1.527843 -5.030175 0.2146 2.2893 -0.7365
N -5.371910 -2.801792 -4.644923 0.7531 0.4468 -0.7534
C -6.489640 -3.094270 -3.791592 -1.1072 1.1628 1.0632
C -5.279034 -3.426221 -5.957052 -1.9631 0.0611 -0.5410
H -3.405246 -5.316309 -3.636163 0.5938 0.0145 -0.2018
H -1.770606 -4.709763 -3.995135 0.8386 -0.0593 -0.0372
H -3.148732 -4.454549 -5.120633 0.5090 0.5359 0.6209
H -2.646026 -4.173767 -1.399962 0.0526 -0.0086 -0.1751
H -2.917842 -2.375788 -1.378526 0.0610 -1.1975 -0.7165
H -1.463417 -3.005057 -2.088242 -0.0377 -0.4640 0.0526
H -3.318423 -0.121186 -6.790951 -0.6762 -0.4004 1.0208
H -4.836474 -0.387158 -5.784714 0.8274 0.6534 0.0243
H -3.389100 0.621530 -5.246334 -0.1081 0.7260 0.9207
H -1.383783 -1.522725 -4.019282 -0.1129 -0.2522 0.2454
H -1.453115 -2.336021 -5.615704 1.1462 -1.2192 -0.5187
H -1.426451 -0.579134 -5.494595 0.2888 -0.6823 0.2422
H -6.452108 -3.948360 -3.127463 0.6166 -0.6725 -0.0217
H -6.612163 -2.233033 -3.116321 0.1998 -0.2284 -0.0540
H -7.474261 -3.150722 -4.257186 0.2714 -0.0640 -0.8130
H -6.315315 -3.541456 -6.323129 0.1905 0.1132 0.1260
H -4.926555 -4.435168 -5.924605 0.5435 -0.7626 0.0158
H -4.787447 -2.889652 -6.780014 0.2846 0.2248 0.8324
O -2.435109 0.809122 4.955564 -0.6220 -0.1459 -0.1963
P -3.201215 2.060211 5.187361 1.7953 0.8164 2.3650
N -2.425237 3.345195 4.508614 0.6190 2.5233 1.2720
C -1.816125 3.169930 3.221599 0.6640 -0.2461 0.2940
C -2.194632 4.718861 5.092925 0.0333 -1.0963 -0.4959
N -3.194850 2.504920 6.860189 -0.9957 -0.3090 -1.3096
C -1.951111 2.155974 7.512941 -1.8543 -0.8270 1.7202
C -4.376284 2.567336 7.715063 0.2800 -0.7405 0.0796
N -4.699508 2.064662 4.599262 -0.7589 -1.5136 -0.0993
C -5.392847 0.732632 4.521788 -0.9641 3.0110 -0.3193
C -5.360514 3.223400 4.079752 1.6255 1.5650 -0.7854
H -1.757739 2.079143 3.154035 0.3405 0.2030 -0.9166
H -0.780579 3.628927 3.209142 -1.1005 -0.5771 -0.1964
H -2.469842 3.617396 2.470774 0.3398 -0.0818 -0.5397
H -1.834569 5.384701 4.302158 -0.3356 -0.1817 -0.1149
H -1.418602 4.749400 5.848117 0.2743 -0.4306 0.2890
H -3.069361 5.151368 5.547491 -0.5314 0.0422 0.0442
H -1.713523 2.893792 8.270070 0.3031 0.1165 0.1272
H -1.970102 1.128256 7.984402 -0.1557 0.8686 -0.2811
H -1.253972 2.114198 6.766159 2.2974 0.0820 -1.4191
H -4.345549 1.710233 8.445033 -0.3769 0.4646 -0.7250
H -4.386925 3.464601 8.351428 0.0507 0.0421 -0.3403
H -5.282886 2.545798 7.081628 0.3365 -0.0635 0.5273
H -5.706890 0.607599 3.483747 0.0421 -0.4325 0.0359
H -4.696212 -0.001182 4.839542 0.1834 -0.8669 0.3494
H -6.296998 0.901345 5.137217 0.2927 -0.9690 -0.0915
H -5.399708 3.200515 2.964664 -0.5585 -0.2482 0.6139
H -4.665157 4.108433 4.254143 -1.1082 -0.9552 0.0398
H -6.322315 3.425876 4.544516 -0.1914 -0.0874 -0.0911
O 1.103533 2.251494 7.504904 0.9258 -0.7984 0.0948
P 2.160493 1.375811 6.905315 0.5172 1.4823 0.2660
N 1.827882 0.905031 5.372405 0.8101 -0.6267 -0.1244
C 1.786261 2.023531 4.439315 -0.7616 -1.5774 -0.2983
C 0.654504 0.007511 5.333162 -1.1356 1.3626 1.2800
N 2.415918 -0.065139 7.649943 -0.7846 -0.6004 0.8171
C 1.782859 -0.188686 8.964713 0.3580 -0.0225 0.4731
C 2.898863 -1.301719 7.026584 -0.2702 0.2851 -0.4609
N 3.605145 2.263737 6.860418 -0.5044 0.4521 -0.1167
C 3.612398 3.644143 7.340993 0.0211 -0.5709 0.7893
C 4.878337 1.951164 6.260211 0.1099 -1.4292 0.4371
H 1.824985 1.600537 3.445195 0.3605 0.2607 -0.4736
H 2.526047 2.761618 4.643043 0.7181 0.3579 0.0004
H 0.817978 2.435327 4.552266 -1.1062 1.0927 -0.0934
H 0.804781 -0.926850 4.828569 0.4118 -0.5415 -0.2377
H -0.162786 0.543732 4.817523 0.1441 -0.3943 0.3511
H 0.303700 -0.165724 6.414370 0.2846 -0.0245 -1.7571
H 2.401070 -0.705982 9.708138 0.0447 -0.4397 -0.4690
H 1.702099 0.786852 9.401724 -0.2551 0.6834 0.0284
H 0.764722 -0.603516 8.960502 0.2579 -0.1953 -0.2552
H 2.333333 -2.160151 7.404108 0.1344 0.1446 0.2858
H 2.700918 -1.337834 5.920536 0.6749 0.3730 1.0394
H 3.958484 -1.391187 7.302347 -0.1623 -0.4535 -0.5001
H 2.597227 3.988818 7.474172 -0.1394 0.0866 0.2430
H 4.171787 3.674277 8.296670 -0.3061 0.2694 -0.2556
H 4.121072 4.303953 6.648809 0.1621 0.1149 -0.3998
H 4.869453 0.985758 5.730374 0.0348 0.0803 0.5466
H 5.736150 2.026805 6.967182 -0.5960 -0.4282 -0.0677
H 5.120658 2.659693 5.513353 0.1199 1.0613 -1.1052
C 7.884146 -0.073920 -1.478571 -2.5657 -1.9981 -0.7717
C 6.552555 0.572048 -1.183956 2.2116 2.6819 1.4112
C 6.531995 1.968340 -1.820664 -0.6233 -0.5819 -1.3409
O 5.244774 2.010115 -2.502035 0.3569 -1.6164 -0.0735
C 4.807904 0.695793 -2.625296 1.7234 0.9538 1.6856
O 3.929399 0.322471 -3.298755 -0.9843 -0.2103 -0.8693
O 5.553782 -0.136187 -1.791635 -1.9760 0.3031 -1.6002
H 7.577359 -1.112561 -1.356366 0.7592 -0.5028 0.2419
H 8.656238 0.141051 -0.814162 1.3999 0.6490 0.7911
H 8.064652 -0.007933 -2.545419 0.6149 0.3916 -0.0669
H 6.391335 0.719431 -0.103333 -0.2387 -0.6750 -0.2219
H 7.352491 2.050179 -2.544143 -0.3721 0.0444 -0.2237
H 6.608803 2.810397 -1.184391 -0.2077 0.6350 0.9531
```
Forces are in eV/Å.